{"formula": "C38H53I2N2O2", "method": "ωB97M-V/def2-TZVPD", "relative_energy_ev": 6.0347, "molar_mass_g_mol": 823.66, "homo_ev": -10.57, "total_charge": 1, "species": ["C", "C", "C", "C", "C", "C", "I", "C", "C", "I", "C", "C", "C", "C", "O", "C", "C", "C", "C", "C", "C", "C", "C", "C", "C", "C", "C", "C", "C", "N", "C", "O", "H", "H", "H", "H", "H", "H", "H", "H", "H", "H", "H", "H", "H", "H", "H", "H", "H", "H", "H", "H", "H", "H", "H", "H", "H", "H", "H", "H", "H", "C", "C", "C", "C", "N", "C", "C", "C", "C", "C", "C", "C", "H", "H", "H", "H", "H", "H", "H", "H", "H", "H", "H", "H", "H", "H", "H", "H", "H", "H", "H", "H", "H", "H", "H", "H"], "xyz": [[0.0792, -0.5703, 6.2969], [0.4811, -0.5492, 5.1460], [0.8483, -0.4487, 3.6455], [2.2521, -0.2869, 3.1504], [2.4622, -0.1656, 1.6825], [3.9331, 0.0504, 1.1004], [5.4287, -1.1467, 2.1643], [4.4263, 1.5744, 1.1887], [5.0376, 1.9878, 2.6000], [2.8003, 3.0108, 0.7922], [1.3570, -0.1969, 0.6546], [-0.0360, -0.3534, 1.1455], [-0.2519, -0.4771, 2.6411], [-1.7759, -0.6027, 3.0810], [-2.1435, -1.3803, 3.9402], [-2.7580, 0.3371, 2.2635], [-2.5377, 0.4625, 0.7658], [-3.4005, 1.2928, -0.1278], [-4.5093, 2.0694, 0.5151], [-4.7026, 1.9797, 2.0094], [-5.8606, 2.8606, 2.6599], [-5.1063, 4.0172, 3.5029], [-4.7239, 5.2822, 2.5758], [-3.2301, 5.1599, 2.0341], [-2.8059, 6.3015, 1.0211], [-3.2878, 6.0282, -0.4907], [-4.8017, 6.4784, -0.7317], [-3.8723, 1.1150, 2.9145], [-4.0636, 0.9637, 4.4742], [-5.2436, 0.0336, 4.6794], [-1.3095, -0.3593, 0.1964], [-1.3462, -0.9531, -0.8710], [-0.6011, -0.6100, 7.1889], [3.1102, -0.2281, 3.8673], [3.8872, -0.3476, 0.0411], [5.1669, 1.7388, 0.3425], [6.1706, 1.8938, 2.6422], [4.5492, 1.4452, 3.4727], [4.8313, 3.0916, 2.7906], [1.5664, -0.0686, -0.4487], [-3.1820, 1.3008, -1.2342], [-5.1586, 2.7235, -0.1389], [-6.5768, 2.2612, 3.2877], [-6.3665, 3.3934, 1.7958], [-4.1044, 3.6465, 3.9025], [-5.6938, 4.3540, 4.4051], [-4.8177, 6.2403, 3.1885], [-5.4932, 5.3342, 1.7521], [-3.0680, 4.1242, 1.5913], [-2.5162, 5.2244, 2.9211], [-3.1304, 7.3338, 1.3411], [-1.6672, 6.3244, 0.9767], [-2.6119, 6.6458, -1.1725], [-3.0947, 4.9469, -0.7996], [-5.0085, 7.3351, -0.0069], [-5.5586, 5.6687, -0.5060], [-4.9574, 6.9064, -1.7746], [-3.1694, 0.5335, 5.0077], [-4.3210, 1.9320, 4.9997], [-5.9519, 0.4113, 4.0252], [-4.9402, -0.8380, 4.2068], [5.0634, -6.0636, -4.2440], [3.7011, -6.2604, -3.5907], [2.5672, -5.3993, -4.1669], [2.8710, -3.9380, -4.4919], [2.7205, -2.9079, -3.3637], [2.8495, -3.4186, -1.9379], [4.3352, -3.4647, -1.6326], [4.9783, -2.4016, -2.5095], [3.9007, -1.9095, -3.4632], [1.4368, -2.0849, -3.5317], [0.1291, -2.8252, -3.2884], [-0.4324, -3.5782, -4.4919], [5.4334, -5.0421, -4.1321], [5.8013, -6.7182, -3.7759], [5.0252, -6.3027, -5.3094], [3.7815, -6.1080, -2.5123], [3.4168, -7.3103, -3.7062], [1.6869, -5.4953, -3.5269], [2.2843, -5.8680, -5.1167], [2.1989, -3.6085, -5.2868], [3.8705, -3.8359, -4.9144], [2.3691, -2.6817, -1.2877], [2.3361, -4.3692, -1.8169], [4.7708, -4.4365, -1.8547], [4.5194, -3.2852, -0.5688], [5.8289, -2.8166, -3.0536], [5.3661, -1.5776, -1.9084], [4.2275, -1.8238, -4.4989], [3.5424, -0.9324, -3.1337], [1.4752, -1.6297, -4.5265], [1.5066, -1.2727, -2.8022], [-0.6112, -2.0617, -3.0302], [0.1911, -3.4860, -2.4202], [-0.3564, -2.9848, -5.4063], [-1.4876, -3.8034, -4.3273], [0.0709, -4.5303, -4.6568]], "forces_ev_per_a": [[-0.976, -0.034, -0.772], [0.273, 0.296, -1.431], [0.006, 0.048, -0.878], [-2.628, 0.063, -2.068], [-0.802, -0.331, 0.376], [-1.557, 0.681, 0.227], [-0.448, -0.088, -0.665], [0.722, -0.471, 0.150], [-0.068, 1.013, 0.226], [0.452, -0.546, -0.184], [-0.886, -0.504, 3.051], [1.908, 0.096, 1.853], [0.703, 0.366, -0.987], [0.231, 0.284, -0.593], [0.395, 1.182, -1.118], [-1.176, 1.599, -1.573], [-0.703, 0.403, 1.015], [-0.292, -0.407, 3.139], [2.161, -2.009, 1.522], [0.140, -0.792, -0.786], [2.010, 0.695, -0.458], [0.538, 0.524, -0.167], [0.028, -0.403, 0.600], [-0.102, 0.412, 0.325], [0.546, -0.964, -1.010], [0.074, 0.584, 0.057], [0.374, 0.549, 0.318], [1.957, -0.186, -2.425], [-0.942, 0.165, -0.238], [0.905, 0.285, -1.203], [-0.504, 0.485, 0.633], [0.481, 0.980, 1.257], [1.542, 0.039, -1.230], [-1.034, -0.186, -0.856], [0.383, 0.701, 1.191], [-0.910, -0.083, 1.211], [-1.514, -0.278, -0.115], [0.696, 0.546, -1.261], [0.265, -1.421, -0.366], [-0.194, -0.153, 1.518], [-0.385, 0.085, 1.474], [0.759, -0.827, 1.110], [0.736, 0.649, -0.750], [0.142, -0.880, 1.189], [-1.420, 0.265, -0.448], [0.364, -0.403, -1.069], [0.132, -1.204, -0.823], [0.964, 0.110, 0.684], [-0.171, 1.360, 0.315], [-1.018, -0.120, -0.898], [0.162, -1.140, -0.204], [-1.343, -0.027, 0.191], [-0.940, -0.681, 0.854], [-0.366, 1.266, 0.584], [0.130, -1.068, -0.950], [0.887, 0.856, -0.415], [0.119, -0.817, 1.256], [-0.899, 0.460, -0.915], [0.354, -1.017, -0.889], [0.193, -0.455, 0.700], [-0.374, 0.397, 0.562], [-0.019, -0.062, 0.063], [0.080, -0.002, 0.242], [0.083, -0.319, -0.091], [-0.245, -0.222, -0.061], [0.404, 1.067, -0.117], [-0.029, -0.024, -0.026], [0.176, -0.425, 0.357], [0.577, 0.073, -0.189], [-0.329, 0.094, 0.173], [-0.018, -0.147, 0.396], [-0.314, 0.022, -0.448], [0.022, -0.263, -0.001], [0.041, -0.005, -0.034], [-0.053, 0.021, -0.098], [0.054, 0.057, 0.028], [0.030, -0.002, -0.001], [-0.095, 0.119, 0.009], [-0.028, 0.101, -0.089], [-0.043, 0.245, -0.004], [-0.028, 0.091, 0.236], [0.023, -0.065, 0.303], [-0.121, -0.026, -0.232], [-0.002, 0.088, -0.095], [-0.124, -0.029, -0.017], [-0.139, -0.007, -0.140], [-0.064, 0.056, 0.036], [-0.056, 0.025, -0.134], [-0.206, -0.058, 0.060], [-0.188, -0.171, -0.122], [0.030, -0.186, 0.076], [0.160, -0.169, -0.034], [0.258, 0.007, 0.183], [0.057, 0.143, 0.039], [-0.037, 0.000, 0.039], [0.085, 0.023, -0.034], [-0.022, 0.005, -0.117]]}

=====

{"formula": "C38H53N7NaO3S", "method": "ωB97M-V/def2-TZVPD", "molar_mass_g_mol": 710.95, "homo_ev": -3.22, "total_charge": -1, "species": ["Na", "C", "C", "N", "C", "C", "N", "C", "C", "N", "H", "H", "H", "H", "H", "H", "H", "H", "H", "H", "H", "H", "H", "H", "H", "C", "C", "C", "C", "C", "C", "C", "N", "C", "C", "C", "C", "C", "C", "C", "N", "C", "C", "C", "C", "H", "H", "H", "H", "H", "H", "H", "H", "H", "H", "H", "H", "H", "H", "H", "H", "H", "H", "H", "H", "H", "H", "H", "H", "C", "C", "N", "O", "C", "C", "N", "O", "H", "H", "H", "H", "H", "H", "H", "C", "C", "O", "S", "C", "C", "C", "C", "C", "C", "C", "C", "H", "H", "H", "H", "H", "H", "H"], "xyz": [[0.3466, 0.2889, 0.9506], [4.1472, 1.4881, 0.7254], [3.2670, 2.4187, -0.1097], [1.9687, 1.8149, -0.4171], [0.8809, 2.8073, -0.6390], [0.6749, 3.3910, 1.8872], [0.9251, 2.1222, 2.6019], [1.9735, 2.1543, 3.6069], [3.3610, 2.1439, 2.9562], [3.4888, 1.0669, 1.9641], [5.0992, 1.9729, 0.9582], [4.3809, 0.5937, 0.1354], [3.8107, 2.7269, -1.0167], [3.0807, 3.3351, 0.4501], [2.0730, 1.2574, -1.2547], [0.2109, 2.4024, -1.3981], [1.3209, 3.7309, -1.0508], [0.0680, 4.0711, 2.4984], [1.6440, 3.8816, 1.7568], [0.0616, 1.7851, 3.0079], [1.8656, 1.2628, 4.2284], [1.9127, 3.0314, 4.2696], [4.1204, 2.0160, 3.7336], [3.5470, 3.1217, 2.4967], [2.5488, 0.8313, 1.6622], [-4.3234, -3.0589, -3.2546], [-3.1451, -2.4133, -3.9964], [-2.4246, -3.4973, -4.7981], [-3.6748, -1.3573, -4.9756], [-2.2278, -1.7377, -2.9805], [-2.7172, -0.7229, -2.1653], [-1.8875, -0.1287, -1.2282], [-0.6136, -0.4871, -1.0809], [-0.1238, -1.4466, -1.8567], [-0.8956, -2.0992, -2.8106], [1.3107, -1.8117, -1.6141], [2.0759, -2.4399, -2.5947], [3.3894, -2.8007, -2.3295], [3.8696, -2.5164, -1.0535], [3.0478, -1.8768, -0.1418], [1.8006, -1.5069, -0.4129], [4.2907, -3.4776, -3.3580], [3.5738, -3.7127, -4.6872], [5.5140, -2.5871, -3.6147], [4.7530, -4.8334, -2.8075], [-4.9945, -3.5441, -3.9675], [-4.8980, -2.3198, -2.6967], [-3.9701, -3.8103, -2.5462], [-3.1206, -3.9442, -5.5106], [-2.0511, -4.2949, -4.1528], [-1.5850, -3.0887, -5.3646], [-4.3429, -1.8231, -5.7039], [-2.8530, -0.8833, -5.5160], [-4.2305, -0.5753, -4.4583], [-3.7438, -0.3893, -2.2356], [-2.2401, 0.6644, -0.5775], [-0.4652, -2.9018, -3.3907], [1.6382, -2.6256, -3.5640], [4.8766, -2.7809, -0.7578], [3.4007, -1.6526, 0.8592], [3.2437, -2.7749, -5.1381], [2.7046, -4.3623, -4.5670], [4.2571, -4.1964, -5.3875], [5.2092, -1.6135, -4.0031], [6.1742, -3.0580, -4.3466], [6.0855, -2.4208, -2.7012], [3.8987, -5.4841, -2.6119], [5.3087, -4.7197, -1.8766], [5.4045, -5.3288, -3.5312], [0.7088, -2.4209, 4.7892], [0.3745, -1.6070, 3.5675], [1.3007, -1.0474, 2.8703], [2.5915, -1.2735, 3.4066], [-1.0375, -1.4791, 3.1844], [-2.0639, -2.4334, 3.7260], [-1.3739, -0.5467, 2.3194], [-2.6029, -0.4569, 1.9590], [1.5177, -1.9504, 5.3453], [1.0565, -3.4158, 4.4993], [-0.1636, -2.5362, 5.4264], [3.1127, -0.5754, 2.9701], [-1.6669, -3.4450, 3.8407], [-2.8969, -2.4472, 3.0245], [-2.4664, -2.1219, 4.6965], [-6.6975, 5.0432, 2.3107], [-6.6320, 5.4359, 3.7645], [-7.5856, 5.8696, 4.3712], [-5.0819, 5.2665, 4.6211], [-3.9676, 4.6522, 3.3977], [-3.7786, 3.2805, 3.2217], [-2.9301, 2.7952, 2.2442], [-2.2058, 3.6702, 1.4056], [-2.4191, 5.0550, 1.5942], [-3.2678, 5.5334, 2.5724], [-1.3314, 3.2018, 0.3555], [-0.0047, 3.1298, 0.5563], [-7.7403, 5.0666, 2.0015], [-6.2570, 4.0641, 2.1376], [-6.1199, 5.7557, 1.7194], [-4.3169, 2.5836, 3.8554], [-2.8412, 1.7238, 2.0958], [-1.8919, 5.7517, 0.9520], [-3.3986, 6.6025, 2.7022]], "forces_ev_per_a": [[0.120, 0.069, 0.015], [-0.038, -0.137, -0.016], [-0.009, 0.068, -0.014], [0.157, 0.133, 0.110], [0.053, -0.110, -0.059], [0.026, -0.049, 0.072], [0.152, 0.086, -0.060], [0.029, -0.044, -0.046], [-0.029, 0.003, -0.050], [0.162, 0.031, -0.066], [-0.001, 0.020, 0.005], [-0.003, 0.037, 0.051], [-0.011, -0.024, 0.014], [0.026, -0.001, -0.003], [-0.085, -0.090, -0.010], [0.019, 0.069, -0.031], [0.001, 0.013, 0.019], [-0.010, -0.023, -0.028], [0.008, 0.029, -0.040], [-0.152, -0.045, 0.007], [-0.011, -0.005, -0.011], [0.011, 0.000, 0.010], [-0.017, 0.019, 0.022], [0.006, -0.004, -0.003], [-0.257, 0.102, 0.164], [-0.001, -0.007, 0.003], [0.004, -0.007, 0.004], [0.008, -0.006, -0.005], [0.004, 0.010, 0.001], [-0.032, -0.001, -0.020], [0.007, 0.003, 0.011], [0.008, -0.027, -0.055], [-0.047, 0.184, -0.004], [0.116, -0.012, 0.064], [-0.019, -0.029, -0.027], [-0.118, 0.053, 0.050], [0.031, -0.015, -0.037], [0.005, -0.018, -0.015], [0.003, -0.002, 0.021], [0.005, 0.027, 0.006], [-0.142, -0.108, -0.050], [-0.014, 0.007, -0.005], [-0.001, 0.001, -0.014], [-0.001, 0.004, 0.003], [0.002, -0.004, 0.002], [0.002, 0.001, -0.001], [0.001, 0.003, 0.002], [0.000, 0.003, -0.002], [-0.004, 0.001, 0.002], [-0.002, 0.003, -0.001], [-0.001, 0.002, 0.004], [0.001, -0.002, 0.001], [-0.003, -0.001, 0.001], [0.000, 0.000, -0.001], [-0.001, -0.004, 0.004], [-0.002, -0.005, 0.001], [0.009, 0.008, 0.002], [0.002, 0.006, 0.001], [0.003, 0.000, -0.002], [-0.007, 0.019, 0.019], [0.001, -0.004, 0.001], [0.002, 0.001, 0.003], [0.002, -0.002, 0.002], [0.001, -0.001, 0.001], [0.000, -0.002, -0.001], [0.001, 0.001, 0.000], [0.001, 0.003, -0.001], [0.001, -0.001, 0.002], [-0.002, 0.002, -0.001], [-0.003, -0.013, 0.005], [0.014, 0.034, -0.039], [-0.128, -0.011, 0.007], [-0.061, -0.028, 0.082], [-0.002, 0.007, -0.083], [0.007, -0.016, 0.018], [0.237, -0.222, 0.212], [-0.105, -0.007, -0.062], [-0.015, 0.009, -0.014], [0.011, 0.005, -0.002], [-0.006, -0.002, 0.019], [0.128, 0.016, -0.097], [0.013, 0.011, 0.004], [-0.012, -0.002, -0.007], [-0.016, 0.011, -0.009], [-0.023, 0.096, -0.002], [-0.100, -0.003, 0.058], [0.079, -0.035, -0.046], [-0.022, 0.012, 0.001], [0.015, 0.067, 0.007], [0.049, -0.061, -0.056], [-0.121, -0.046, 0.017], [0.176, -0.031, -0.309], [-0.017, 0.067, 0.053], [0.017, -0.025, -0.040], [-0.026, 0.060, 0.426], [-0.161, -0.005, -0.225], [0.004, -0.005, 0.004], [0.014, -0.038, 0.011], [0.017, -0.027, -0.008], [0.008, 0.003, -0.003], [0.068, -0.051, 0.051], [0.004, -0.003, -0.001], [-0.009, 0.002, 0.010]]}